1.
A 2-piece molecular cluster, C5H11O2 overall. Source: the Open Molecules 2025 dataset; level of theory: wB97M-V/def2-TZVPD.

Positions of all 18 atoms, in Å:
1 C -0.28492 3.37099 -0.59436
2 C -1.80355 3.34708 -0.47024
3 H 0.12736 2.44353 -0.97523
4 H 0.03747 4.09797 -1.34511
5 H 0.19757 3.56909 0.35554
6 H -2.15740 2.42561 -0.01421
7 H -2.29383 3.43947 -1.44150
8 H -2.13751 4.20633 0.10987
9 C 0.24776 -0.66193 0.62895
10 C 1.22311 -0.00468 -0.35472
11 C 0.25323 -2.21819 0.42865
12 O 0.70639 -2.86403 1.40104
13 O -0.19302 -2.61805 -0.66594
14 H 0.47436 -0.42386 1.66291
15 H -0.72865 -0.26937 0.35001
16 H 1.06103 1.06139 -0.52099
17 H 1.03123 -0.36721 -1.36736
18 H 2.24566 -0.12714 -0.02667

Output
molecular weight	103.141	g mol⁻¹
LUMO level	0.12531	hartree
relative energy (zero: lowest compared OMol25 entry of this formula, charge and spin)	9.54	kcal/mol
frontier orbital gap	7.18	eV
net charge	-1
spin multiplicity	1

Atom charges from the natural (NBO) analysis, given in e for atoms 1 to 4: -0.605, -0.605, 0.218, 0.188

2.
C22H50N4O8V as an isolated structure. Source: the Open Molecules 2025 dataset; level of theory: wB97M-V/def2-TZVPD.

Positions of all 85 atoms, in Å:
1 O -2.53318 1.22748 -0.62446
2 V -1.03606 0.85636 -1.21728
3 O -0.81697 -0.68955 -1.31781
4 C -3.18147 -0.82249 1.61390
5 O -1.86900 -0.56049 1.27510
6 C -1.11856 -0.07047 2.33205
7 C 0.20515 0.51595 1.79816
8 N 0.17631 1.44253 0.69660
9 C -0.43190 2.68255 1.12889
10 C -0.41643 3.80160 0.12394
11 O -0.83218 3.32928 -1.16272
12 C -1.22808 4.39194 -2.04045
13 H -3.69809 0.07006 2.00365
14 H -3.29925 -1.61876 2.35935
15 H -3.69131 -1.12885 0.69884
16 H -0.78960 -0.87192 3.00681
17 H -1.74243 0.66158 2.86800
18 H 0.79437 -0.37102 1.54088
19 H 0.72194 0.96396 2.66259
20 H 1.12581 1.57483 0.34760
21 H 0.11493 3.02650 2.02199
22 H -1.45253 2.48562 1.44945
23 H 0.57914 4.26547 0.11048
24 H -1.11927 4.53048 0.53968
25 H -1.80577 3.97491 -2.87392
26 H -0.37636 4.91953 -2.48250
27 H -1.90362 5.09770 -1.55207
28 C 3.77357 2.42384 0.78213
29 O 3.02630 1.56985 -0.06691
30 C 2.89444 2.04723 -1.37755
31 C 2.20642 1.00061 -2.24314
32 N 0.81790 1.25718 -2.61385
33 C 0.46200 0.35527 -3.72765
34 C -0.86703 0.69704 -4.34187
35 O -1.82193 0.97270 -3.31418
36 C -3.00646 1.60356 -3.69031
37 H 3.45652 3.46726 0.72901
38 H 4.83423 2.38649 0.49880
39 H 3.67061 1.98300 1.76885
40 H 3.90332 2.23215 -1.77385
41 H 2.35984 3.01469 -1.41362
42 H 2.28153 0.01068 -1.78967
43 H 2.82804 0.91939 -3.14835
44 H 0.70547 2.22023 -2.93325
45 H 0.59359 -0.68447 -3.45395
46 H 1.16125 0.49498 -4.57844
47 H -1.21309 -0.18622 -4.90180
48 H -0.82266 1.51994 -5.06506
49 H -2.81150 2.47245 -4.34055
50 H -3.54172 1.91246 -2.80204
51 H -3.64694 0.95815 -4.30260
52 C 4.40437 0.29253 5.53935
53 O 3.50705 -0.69245 5.10981
54 C 2.17385 -0.36704 5.38079
55 C 1.28388 -1.57785 5.16368
56 N 1.47027 -2.08544 3.79346
57 C 0.95961 -3.41883 3.59087
58 C 1.03886 -3.87011 2.16836
59 O -0.07814 -3.40275 1.47821
60 C -0.02588 -3.66358 0.05929
61 H 4.15981 0.65706 6.54322
62 H 4.39018 1.17526 4.86697
63 H 5.41486 -0.10292 5.50829
64 H 1.85920 0.45707 4.70961
65 H 2.04686 0.04197 6.39626
66 H 0.27877 -1.15101 5.23339
67 H 1.54582 -2.33712 5.90872
68 H 2.45936 -2.01156 3.58153
69 H -0.08269 -3.47309 3.93628
70 H 1.44918 -4.14862 4.26938
71 H 1.11065 -4.97277 2.15926
72 H 1.98049 -3.49963 1.71736
73 H 0.38244 -4.65323 -0.15975
74 H 0.66891 -2.90247 -0.32626
75 H -1.04339 -3.49938 -0.26735
76 N -3.67062 -1.86646 -4.50670
77 C -3.54266 -2.78862 -5.47884
78 C -3.07744 -3.92184 -4.92340
79 C -2.84840 -3.65429 -3.56329
80 C -3.26933 -2.38557 -3.31852
81 H -4.09486 -0.97703 -4.65494
82 H -3.89493 -2.57182 -6.47048
83 H -2.90610 -4.82906 -5.47334
84 H -2.39123 -4.26568 -2.80156
85 H -3.27800 -1.86695 -2.37654

Output
molecular weight	549.606	g mol⁻¹
LUMO level (spin up / spin down)	-0.08080 / -0.19133	hartree
relative energy (zero: lowest compared OMol25 entry of this formula, charge and spin)	0.00	kcal/mol
frontier orbital gap (spin up / spin down)	8.00 / 4.99	eV
net charge	+1
expectation value of S²	2.013
spin multiplicity	3

Atom charges from the Löwdin analysis, given in e for atoms 1 to 4: -0.193, 0.811, -0.257, -0.113

3.
C18H24Br2F2FeN3O2PS3 as an isolated structure. Source: the Open Molecules 2025 dataset; level of theory: wB97M-V/def2-TZVPD.

Positions of all 56 atoms, in Å:
1 Fe -4.38761 -4.59259 16.36244
2 F -1.93676 -2.77370 20.89290
3 C -3.11236 -3.16062 20.21337
4 C -3.08911 -3.29336 18.83936
5 C -4.15638 -3.74990 18.13941
6 C -5.42834 -3.82406 18.82832
7 C -5.39441 -3.78290 20.22048
8 F -6.47794 -4.19899 20.94020
9 C -4.23870 -3.48810 20.95859
10 C -6.57762 -4.33700 18.10794
11 C -7.90943 -4.51279 18.54416
12 C -8.81928 -5.08567 17.73706
13 C -8.47029 -5.54091 16.46224
14 C -7.12807 -5.42911 16.08664
15 N -6.26921 -4.74746 16.84904
16 H -2.15797 -2.93679 18.31793
17 H -4.20577 -3.53000 22.02848
18 H -8.13496 -4.08088 19.49987
19 H -9.79830 -5.32582 18.12088
20 H -9.10605 -6.22110 15.88361
21 H -6.65381 -5.93253 15.22265
22 C -0.87072 -2.00789 15.57610
23 C -0.87245 -2.54485 14.16266
24 O -2.17048 -2.28413 13.52211
25 P -3.59031 -2.89266 13.82294
26 S -3.68881 -4.91517 14.09328
27 S -4.51983 -2.22120 15.48834
28 O -4.29463 -2.29319 12.50750
29 C -5.67340 -2.71022 12.22485
30 C -5.72443 -3.66825 11.08648
31 H 0.17498 -1.81197 15.84122
32 H -1.15438 -2.72823 16.34680
33 H -1.52648 -1.13236 15.69335
34 H -0.72983 -3.62517 14.11443
35 H -0.18346 -1.99626 13.46007
36 H -6.24311 -1.77605 12.05397
37 H -6.03718 -3.22514 13.12145
38 H -5.42728 -3.14052 10.10781
39 H -6.76068 -4.03939 10.99305
40 H -5.03118 -4.54049 11.17113
41 Br 1.49379 -4.33784 19.18558
42 C 1.37397 -4.49270 21.25579
43 Br 0.50031 -6.10463 21.89116
44 H 0.96259 -3.55153 21.61348
45 H 2.39780 -4.72004 21.51151
46 C -2.27210 -8.67328 15.08154
47 N -1.54232 -7.50528 15.42493
48 C -1.92890 -6.54814 16.26925
49 N -1.07183 -5.50203 16.48604
50 S -3.43969 -6.64379 17.01514
51 H -1.98194 -9.60634 15.59219
52 H -2.04536 -8.92721 14.04993
53 H -3.35793 -8.64366 15.12348
54 H -0.67982 -7.38731 14.85320
55 H -0.03925 -5.65801 16.51519
56 H -1.38666 -4.82278 17.17017

Output
molecular weight	695.233	g mol⁻¹
LUMO level (spin up / spin down)	-0.00810 / -0.00815	hartree
relative energy (zero: lowest compared OMol25 entry of this formula, charge and spin)	0.00	kcal/mol
frontier orbital gap (spin up / spin down)	6.12 / 7.07	eV
expectation value of S²	6.029
spin multiplicity	5

Atom charges from the natural (NBO) analysis, given in e for atoms 1 to 4: 1.119, -0.367, 0.515, -0.400